Below is a molecular structure, C21H21ClN4O3 in a non-equilibrium geometry, with properties calculated with ωB97M-V/def2-TZVPD.

Computed properties:
Charge: 0
Strongest force on any atom in eV Å⁻¹: 19.8
Energy relative to the best compared isomer or geometry (same formula, charge and spin) in eV: 20.734
DFT total energy in Eh: -1717.1187
Orbital gap in eV: 7.271

Structure (XYZ):
```
50
Properties=species:S:1:pos:R:3:forces:R:3
C 2.117370 1.802911 -1.390384 8.646 -2.936 -1.884
O -1.401401 2.070778 -5.324085 -1.458 -1.638 -1.515
C -2.781706 2.342711 -5.032438 -2.601 -2.532 -10.565
N -2.790038 1.948448 -1.523559 3.027 4.716 -0.792
H -2.143568 2.801419 -1.049601 -2.029 -2.553 -1.883
H -0.154444 0.551554 -4.927441 2.135 0.005 -0.496
C 1.562472 -3.684494 2.328847 1.042 -8.072 -10.815
N -0.460717 1.420635 0.979883 -3.466 5.136 1.255
C 1.141415 -2.672659 4.398009 1.053 0.622 -11.208
H -3.928612 2.995471 -3.206896 2.407 -0.859 -2.483
H -3.566553 1.369205 -5.317119 2.419 2.332 0.721
C 3.611997 1.186680 -1.807023 -12.085 -3.785 10.624
H -2.210029 3.702824 -3.476448 -0.980 -2.466 -1.002
H -0.604526 2.070736 -2.841323 1.077 -0.461 -1.225
N -2.493861 1.619890 -2.864937 -0.441 -2.110 0.740
C -1.147337 1.158076 -3.170233 -1.684 3.715 -2.193
C -1.138593 0.798334 -4.695319 3.213 5.828 3.364
C -1.739343 2.192804 1.517068 -1.338 -1.262 -19.761
N -0.172626 0.446624 1.863039 0.136 0.202 -2.616
H 4.042950 1.566944 -2.504478 5.628 4.260 -7.944
H -3.261010 3.193526 -5.666370 1.475 -1.344 0.730
H 1.699973 -4.953920 1.715076 0.152 3.444 1.917
O -2.959237 -0.194380 -0.875554 0.027 -4.227 -2.182
H 4.858032 -0.502947 -1.306842 -3.164 1.103 0.854
C 3.756227 0.054297 -1.078527 3.082 -3.978 0.193
C 0.798512 -0.254360 1.410102 1.121 -0.037 1.286
H 1.374821 -2.675645 0.217289 -0.054 -1.231 1.435
H -2.983891 0.327969 1.640113 -0.525 2.227 -3.039
O -0.274231 3.021195 -0.614312 0.105 2.302 -1.644
C 1.802367 0.250370 0.459438 1.016 -5.572 -1.681
C 0.270421 2.138599 -0.047685 -0.148 -5.049 3.844
C 0.908856 -1.491815 2.160561 3.235 -1.722 -3.115
C 1.077633 -1.325278 3.485524 -1.751 -4.291 6.229
H -1.594946 -0.034683 -4.959180 -3.579 -3.293 -1.259
H -3.944272 1.787600 1.002469 -2.163 1.311 0.496
Cl 1.868199 -5.293904 4.451763 -0.162 -0.251 -0.248
C -3.059910 1.294266 0.840106 5.167 -0.925 3.637
H 2.005612 2.613191 -1.977868 -1.728 2.745 -1.354
H -1.662109 3.233696 0.933495 -0.397 -2.188 1.764
H 0.818925 -0.479888 4.247053 0.702 -0.924 -2.482
C -2.868947 0.953654 -0.671440 -0.753 0.359 4.848
C 1.536713 1.379345 -0.287295 -2.989 2.462 -0.287
H -1.651494 2.287363 2.372160 0.966 1.161 14.840
C 1.440378 -3.855053 3.587117 -1.134 3.920 9.447
C 1.312198 -2.851025 1.321539 -1.804 6.744 3.771
C 2.810921 -0.694125 -0.097879 1.679 6.620 -0.177
C -2.839928 2.635327 -3.769369 -3.650 6.979 13.130
H -0.791314 0.427607 -2.618517 1.044 -3.996 2.934
H 3.376481 -1.366809 0.532271 -0.647 -0.659 -0.168
H 1.218012 -2.680505 5.357242 0.175 0.171 5.960
```
Positions in Å, forces in eV/Å.


Below is a molecular structure, C23H14N5PtS in a non-equilibrium geometry, with properties calculated with ωB97M-V/def2-TZVPD.

Computed properties:
Charge: +1
Strongest force on any atom in eV Å⁻¹: 1.0
Energy relative to the best compared isomer or geometry (same formula, charge and spin) in eV: 0.207
DFT total energy in Eh: -1676.0365
Orbital gap in eV: 7.267

Structure (XYZ):
```
44
Properties=species:S:1:pos:R:3:forces:R:3
C -2.754463 -0.397907 0.639404 0.009 -0.014 0.011
H 4.910776 0.652636 -1.194946 -0.004 -0.015 -0.003
C -0.758322 -0.793532 3.152901 0.029 -0.059 0.180
C -3.329740 4.420167 -0.545250 -0.077 -0.119 0.030
H 1.052320 -1.675177 5.886448 0.007 -0.004 -0.007
H -2.290463 -1.350241 0.848833 0.007 -0.006 -0.008
C -4.131889 -0.234845 0.687207 -0.059 0.038 -0.030
C 0.362119 4.693355 -1.109052 -0.031 -0.006 0.004
N 2.108835 0.182225 0.568219 -0.146 0.314 0.008
C 4.288163 0.416755 -0.344688 -0.043 -0.021 -0.023
C 2.916122 0.464693 -0.459710 0.121 0.054 0.001
H -1.287468 -1.480609 5.112124 0.008 -0.002 0.007
H 1.714267 3.021700 -0.930474 -0.017 0.007 -0.005
H 2.896234 -1.089311 4.362351 -0.011 0.014 0.016
H 4.400792 -0.558055 2.889345 -0.004 0.020 0.003
C -4.666244 1.012841 0.453397 -0.051 -0.052 -0.029
C -1.496503 2.830176 -0.375584 0.219 0.499 -0.115
H -4.759828 -1.080581 0.926539 0.009 -0.008 -0.016
Pt 0.100698 0.430305 0.487510 0.121 0.767 0.647
C 3.994504 -0.254260 1.936030 0.071 -0.055 -0.046
C -0.473075 -1.227699 4.445344 -0.021 0.040 -0.082
C -4.255535 3.404435 -0.183955 0.120 0.087 -0.060
C 0.689891 3.364457 -0.852715 0.073 0.010 -0.013
H 1.136723 5.393522 -1.386459 0.001 -0.006 0.001
C 2.618156 -0.203461 1.757230 -0.098 -0.162 -0.015
N -0.210093 2.458504 -0.505597 0.113 -0.599 -0.307
H 5.905599 0.022040 1.013519 -0.003 0.008 0.007
H -1.796397 -0.716736 2.864445 -0.006 0.036 0.012
C 1.590907 -0.570407 2.732585 -0.045 0.007 -0.006
N -5.508230 3.824219 -0.160611 -0.056 -0.033 0.028
N -1.924884 0.607819 0.366097 -0.075 -0.296 0.319
C -3.808930 2.057951 0.116978 0.065 0.080 -0.044
H -5.731847 1.194587 0.502054 0.008 0.001 0.016
C -1.911385 4.134966 -0.652961 -0.104 -0.092 0.095
C -2.436322 1.814522 0.055740 -0.276 -0.166 -0.068
C 1.871608 -1.005564 4.022220 0.038 0.010 0.022
N -3.904947 5.585709 -0.785473 0.039 0.060 -0.007
H 2.430013 0.733896 -1.388860 -0.011 0.010 0.011
C 0.263435 -0.465633 2.274677 0.037 -0.384 -0.522
C -0.955491 5.080547 -1.019611 0.045 0.066 -0.058
C 0.837773 -1.337266 4.882016 0.017 -0.004 0.003
S -5.486076 5.382558 -0.563446 -0.004 0.006 0.000
C 4.832454 0.063436 0.884188 -0.018 -0.026 0.038
H -1.265459 6.095865 -1.229109 0.001 -0.004 0.007
```
Positions in Å, forces in eV/Å.


Below is a molecular structure, C34H50BN7S2W in a non-equilibrium geometry, with properties calculated with ωB97M-V/def2-TZVPD.

Computed properties:
Charge: +2
Strongest force on any atom in eV Å⁻¹: 5.7
DFT total energy in Eh: -2596.7380
Orbital gap (spin up / spin down) in eV: 5.888 / 5.843

Structure (XYZ):
```
95
Properties=species:S:1:pos:R:3:forces:R:3
C 3.242178 -2.491117 -2.241474 -0.431 0.318 0.317
C 1.314349 3.859317 1.018037 0.057 -0.530 -0.244
H -2.983667 0.648081 5.545396 0.060 -0.063 0.142
H 3.654164 4.410925 -0.640879 0.005 0.148 -0.044
H -0.198520 6.364406 0.964382 0.123 0.100 -0.039
C -0.090948 -1.040716 2.976849 -0.104 -0.255 0.195
H -1.022443 1.037434 -5.826603 0.046 -0.011 -0.095
H -2.644059 2.128999 4.646382 0.064 0.107 0.041
H 6.064083 -2.572735 -4.056815 0.026 -0.010 0.005
C -1.838528 0.663660 -2.523092 -0.127 -0.153 -0.303
H 4.716052 0.981529 0.431787 0.141 -0.103 -0.029
H 2.407546 -2.181435 5.014731 0.091 -0.059 0.055
H 3.047134 2.030111 -1.110519 0.014 0.086 0.108
C -1.218942 0.256414 -3.825904 0.327 -0.009 0.038
C -3.158460 1.054119 -2.338693 0.539 -0.150 0.266
H -2.485430 2.300534 1.496801 -0.290 0.107 0.105
H -1.924030 4.135315 2.139349 0.054 -0.045 -0.055
C 4.270301 -3.033047 -2.997065 0.034 -0.040 -0.015
H -4.369399 -1.289446 2.653149 -0.047 -0.114 -0.066
S -1.587596 -1.852510 -0.097237 3.322 1.925 -0.492
H -0.223993 4.119038 3.975754 0.038 -0.040 0.111
H -4.310456 1.667360 4.997088 -0.084 0.032 0.057
C 3.144068 2.381253 -0.074327 0.100 -0.143 0.106
H -4.514131 1.496690 0.721043 0.056 0.001 -0.058
H -3.814215 1.149709 2.651567 0.119 -0.018 0.007
N -1.363701 0.411623 1.930330 -0.345 0.570 0.689
N -2.090417 1.202240 -0.411665 -0.442 0.702 0.069
H -0.922334 2.277442 -4.573582 0.056 0.128 0.042
N -0.148485 -0.238116 1.888518 -0.076 0.461 0.138
H 4.287979 -4.087209 -3.223074 0.026 -0.110 -0.053
N 2.049329 -0.804929 -1.182739 -1.254 -0.925 0.457
H 1.926405 -0.504636 4.746605 0.030 0.114 0.027
H -5.720025 0.263345 -1.143143 -0.063 -0.127 -0.030
H 4.189947 3.953264 0.983084 0.022 0.060 0.124
H -5.904417 1.814825 -1.971359 -0.049 0.041 -0.165
C -4.522746 1.871610 -0.305625 -0.108 0.231 0.124
C -5.774118 1.339573 -1.004107 0.177 -0.090 0.162
C 5.213560 -0.822816 -3.145032 -0.015 0.214 0.061
H -2.481853 1.571788 -5.007850 -0.077 0.081 -0.039
C 5.257226 -2.182415 -3.453415 -0.161 -0.147 0.086
C -0.025837 3.650045 1.315531 -0.050 -0.553 -0.144
W 0.273078 -0.233543 -0.177150 -3.569 -4.475 -0.215
N 0.752755 1.808919 0.322902 -0.265 -0.138 0.020
H 0.353099 -1.009074 -3.073612 0.097 0.226 -0.168
C -2.047225 0.029402 3.031308 0.349 -0.172 -0.473
H 5.996911 -0.178504 -3.510729 0.068 0.091 -0.031
H -1.524966 5.560893 0.122150 -0.038 0.048 -0.119
C 0.259729 -0.079934 -3.649479 -0.270 -0.115 -0.077
H -4.636336 3.800640 -1.284550 0.003 0.058 -0.138
N -1.180387 0.760309 -1.345648 0.037 0.455 0.263
C 3.178697 -1.116392 -1.922927 0.613 -0.097 -0.413
H 1.876002 4.745654 1.222179 0.181 0.179 0.012
C -0.952608 4.607374 1.987807 -0.098 0.152 0.066
C 3.728593 1.257066 0.789174 -0.246 -0.063 -0.278
C 4.196548 -0.279375 -2.389522 -0.145 0.081 0.086
H 0.789998 0.749754 -3.162024 -0.010 -0.162 -0.041
C -0.391189 4.999424 3.358719 -0.143 -0.171 -0.114
H 0.548741 5.532783 3.254619 0.140 0.083 0.014
H -1.097713 5.649129 3.867803 -0.031 0.074 0.059
S 1.857884 -3.343866 -1.597865 -0.725 0.804 0.515
C -3.408940 0.497672 3.426176 -0.149 0.104 0.076
H 0.725097 -0.245168 -4.618587 0.059 -0.028 -0.034
C 1.251497 -1.866515 -0.955455 1.226 1.147 -0.404
C 1.578889 -1.535282 4.740497 -0.128 -0.132 -0.130
H 5.035667 3.340368 -0.428722 0.119 0.005 -0.031
H -5.431201 3.732403 0.284074 -0.080 0.084 0.046
H -3.928522 1.071695 -3.081033 -0.112 0.060 -0.203
N -0.343194 2.411132 0.887053 -0.142 0.642 0.238
H 2.941475 -2.588964 2.503031 0.050 -0.067 -0.073
H 2.715271 -0.846390 2.468891 0.014 0.051 -0.144
C 1.766422 2.698118 0.408431 0.263 0.258 -0.074
C 1.068968 -1.914935 3.344179 0.259 0.033 -0.210
C -4.558973 3.406260 -0.275249 0.039 -0.183 0.095
C -1.425365 1.361082 -4.871164 -0.028 -0.193 0.135
C -4.343909 -0.707657 3.571510 0.088 0.148 -0.168
H 0.801727 -1.644937 5.489471 -0.062 0.002 0.126
H 3.081134 0.371987 0.752483 0.314 0.181 0.158
C -1.259334 -0.887191 3.714157 0.386 0.039 -0.547
H -3.671513 3.826463 0.189795 0.111 0.079 0.080
C 2.209762 -1.802088 2.338638 -0.330 -0.040 -0.032
H -1.745453 -0.637059 -4.183351 0.045 0.052 0.122
H -5.351372 -0.366400 3.792349 -0.089 0.029 0.037
H 1.830042 -1.905979 1.305854 0.295 -0.045 0.384
H 0.711872 -2.951293 3.375732 -0.039 0.123 -0.055
H -6.649650 1.563543 -0.403062 -0.106 0.045 0.041
H -1.512173 -1.389050 4.625248 0.023 -0.083 0.222
C -1.141165 5.842913 1.100204 -0.103 -0.222 0.044
H 4.182698 0.774877 -2.171168 0.022 0.108 0.004
H 3.823759 1.595279 1.818565 -0.034 -0.041 0.132
H -1.846596 6.526376 1.564615 -0.048 0.077 0.035
C -3.326655 1.287001 4.737332 -0.013 0.021 -0.247
C 4.057559 3.603436 -0.037022 -0.206 -0.177 -0.198
B -1.654167 1.635762 1.013345 0.117 -0.129 -0.103
H -4.021445 -1.352055 4.383207 0.035 -0.126 0.112
C -3.291962 1.389947 -0.998322 0.453 -0.413 -0.067
```
Positions in Å, forces in eV/Å.